Entry 1:
ORCA calculation (ωB97M-V/def2-TZVPD) on 3 unconnected molecules or ions with the total composition C3H10NO3S.

Values from the calculation:
<S²>: 0.753
Gap between HOMO and LUMO (spin up / spin down): 0.3768 / 0.2573 Ha
Spin multiplicity: 2

Each line ends with the Löwdin charge.
Geometry (Å):
S1 0.066 0.528 -1.254  0.68
O1 -1.008 -2.377 2.424  0.07
O2 4.250 2.867 -3.276  -0.06
O3 1.748 2.510 1.114  -0.08
N1 -2.945 -2.204 1.278  0.16
C1 -0.910 -0.109 0.117  -0.61
C2 -1.580 -2.125 1.387  -0.55
C3 -0.829 -1.619 0.178  -0.22
H1 -0.510 0.289 1.040  0.07
H2 3.370 2.782 -2.900  0.02
H3 -3.332 -2.158 0.350  0.10
H4 1.719 1.607 0.803  -0.02
H5 -3.407 -2.753 1.973  0.10
H6 4.542 3.688 -2.863  0.04
H7 -1.890 0.120 -0.159  0.04
H8 1.654 2.995 0.286  0.02
H9 0.200 -1.976 0.271  0.12
H10 -1.139 -2.065 -0.768  0.11

=====

Entry 2:
ORCA calculation (ωB97M-V/def2-TZVPD) on a molecular structure, C3H10NO3S.

Values from the calculation:
<S²>: 0.759
Gap between HOMO and LUMO (spin up / spin down): 0.3625 / 0.2276 Ha
Spin multiplicity: 2

Each line ends with the Löwdin charge.
Geometry (Å):
S1 1.200 -0.401 1.525  0.85
O1 0.697 0.783 -1.218  0.01
O2 -1.018 1.741 2.813  -0.13
O3 -0.750 2.942 -0.440  -0.05
N1 -0.757 -1.239 -1.664  0.04
C1 1.248 -0.145 -0.740  -0.48
C2 0.164 -1.660 0.753  -0.47
C3 0.358 -1.481 -0.783  -0.39
H1 0.273 -2.661 0.987  0.04
H2 -1.372 -0.485 -1.518  0.06
H3 -0.459 0.861 2.619  -0.01
H4 -0.584 1.987 -0.440  -0.01
H5 -0.900 -1.501 1.041  0.10
H6 0.082 3.282 -0.128  0.03
H7 -0.448 -1.300 -2.670  0.12
H8 2.431 -0.247 -0.704  0.15
H9 -1.128 1.851 1.855  -0.01
H10 0.961 -2.327 -1.287  0.17

=====

Entry 3:
ORCA calculation (ωB97M-V/def2-TZVPD) on 4 unconnected molecules or ions with the total composition C3H10NO4.

Values from the calculation:
Gap between HOMO and LUMO: 0.0918 Ha
Total charge: -1

Each line ends with the Löwdin charge.
Geometry (Å):
O1 -1.527 -2.165 1.690  -0.33
O2 -2.216 2.453 -0.185  -0.38
O3 -3.164 0.298 -1.054  -0.09
O4 5.190 0.001 -0.143  -0.08
N1 -1.494 -1.584 -0.733  0.10
C1 4.192 0.728 0.124  -0.45
C2 -2.117 -0.284 -0.299  -0.31
C3 2.831 0.597 0.294  0.05
H1 -2.847 2.788 0.480  -0.06
H2 -1.112 -2.143 0.104  0.04
H3 2.367 -0.323 0.344  0.01
H4 -2.181 -2.206 -1.208  0.09
H5 2.161 1.455 -0.019  0.08
H6 4.477 1.843 0.087  0.10
H7 -2.577 -0.384 0.726  0.15
H8 -1.258 0.406 -0.226  0.13
H9 -1.316 -2.604 2.530  -0.06
H10 -2.953 1.320 -0.865  0.02

=====

Entry 4:
ORCA calculation (ωB97M-V/def2-TZVPD) on 3 unconnected molecules or ions with the total composition C3H10NO4S.

Values from the calculation:
Gap between HOMO and LUMO: 0.3121 Ha
Total charge: -1

Each line ends with the Löwdin charge.
Geometry (Å):
S1 0.659 2.822 0.652  0.64
O1 1.233 0.047 2.914  -0.09
O2 0.706 -1.529 -2.894  -0.02
O3 -0.093 -1.459 -0.734  -0.09
O4 0.870 -2.723 1.207  -0.13
N1 -0.322 0.318 -2.088  0.02
C1 -0.207 1.245 0.262  -0.56
C2 -1.076 0.887 -0.974  -0.29
C3 0.126 -1.067 -1.921  -0.72
H1 -1.046 1.313 1.006  0.06
H2 0.229 -2.836 1.906  0.00
H3 0.301 -0.200 2.943  0.03
H4 -1.850 0.232 -0.555  0.10
H5 0.686 3.188 -0.633  -0.18
H6 1.482 -0.513 2.155  0.02
H7 -0.793 0.485 -2.984  0.11
H8 0.395 0.424 0.558  0.01
H9 -1.728 1.767 -1.164  0.11
H10 0.427 -2.400 0.344  -0.01

=====

Entry 5:
ORCA calculation (ωB97M-V/def2-TZVPD) on a single C3H10NOP molecule.

Values from the calculation:
Gap between HOMO and LUMO: 0.3368 Ha

Each line ends with the Löwdin charge.
Geometry (Å):
P1 -1.196 -0.330 -0.934  0.89
O1 1.157 -2.163 -0.972  -0.10
N1 0.430 0.083 -0.324  -0.40
C1 1.041 1.240 -0.911  -0.18
C2 1.287 -1.089 -0.086  -0.34
C3 -2.204 -0.136 0.647  -0.34
H1 0.751 2.163 -0.511  0.06
H2 2.331 -0.840 -0.197  0.12
H3 -1.930 0.891 1.183  0.08
H4 2.026 1.264 -0.668  0.04
H5 -1.335 1.011 -1.409  -0.04
H6 0.991 1.232 -1.971  0.07
H7 -3.110 -0.030 0.144  -0.04
H8 0.202 -2.498 -0.891  0.07
H9 -2.202 -0.968 1.364  0.02
H10 1.188 -1.395 0.872  0.08

=====

Entry 6:
ORCA calculation (ωB97M-V/def2-TZVPD) on 2 unconnected molecules or ions with the total composition C3H10NOP.

Values from the calculation:
Gap between HOMO and LUMO: 0.3497 Ha

Each line ends with the Löwdin charge.
Geometry (Å):
P1 -1.264 -0.706 -0.649  0.73
O1 -0.969 -0.573 0.979  -0.36
N1 -2.885 -0.189 -0.431  -0.20
C1 2.482 0.159 1.671  -0.08
C2 -0.454 0.878 -1.307  -0.31
C3 2.532 -0.343 0.442  -0.09
H1 3.281 -1.078 0.091  0.05
H2 -1.051 1.139 -2.233  0.04
H3 2.945 -0.284 2.547  0.05
H4 -0.381 1.631 -0.529  0.02
H5 -3.631 -0.715 -0.790  -0.01
H6 0.549 0.798 -1.804  0.01
H7 -0.123 -0.905 1.271  0.00
H8 1.773 0.963 1.926  0.06
H9 -3.198 0.153 0.475  0.04
H10 2.097 0.174 -0.474  0.05

=====

Entry 7:
ORCA calculation (ωB97M-V/def2-TZVPD) on 2 unconnected molecules or ions with the total composition C3H10NOS.

Values from the calculation:
Gap between HOMO and LUMO: 0.2275 Ha
Total charge: -1

Each line ends with the Löwdin charge.
Geometry (Å):
S1 -1.977 0.408 1.685  0.66
O1 0.968 -0.821 -0.567  -0.42
N1 3.277 0.325 -0.491  -0.10
C1 -1.324 1.198 0.218  -0.47
C2 1.958 -0.085 -1.210  -0.56
C3 -2.494 -1.266 1.144  -0.40
H1 -2.091 1.535 -0.405  -0.02
H2 -1.518 -1.660 0.955  0.01
H3 1.626 1.012 -1.317  0.07
H4 -2.999 -1.162 0.096  0.07
H5 4.069 -0.420 -0.394  0.05
H6 -3.191 -1.656 1.743  -0.04
H7 2.806 0.677 0.324  0.00
H8 -0.791 2.161 0.625  0.06
H9 -0.605 0.513 -0.315  0.01
H10 2.287 -0.756 -2.091  0.08

=====

Entry 8:
ORCA calculation (ωB97M-V/def2-TZVPD) on 2 unconnected molecules or ions with the total composition C3H10NOS.

Values from the calculation:
Gap between HOMO and LUMO: 0.2121 Ha
Total charge: -1

Each line ends with the Löwdin charge.
Geometry (Å):
S1 2.180 0.152 -2.143  0.65
O1 -1.981 0.515 0.296  -0.40
N1 -0.279 1.356 1.903  -0.09
C1 0.814 -1.991 -1.047  -0.21
C2 0.809 -0.376 -1.131  -0.63
C3 -1.789 1.216 1.467  -0.57
H1 -0.190 2.391 2.169  0.03
H2 1.596 0.659 -3.215  -0.19
H3 1.664 -2.356 -1.745  0.03
H4 0.023 0.592 2.600  0.05
H5 -2.338 0.698 2.333  0.06
H6 1.014 0.009 -0.094  0.04
H7 1.010 -2.446 -0.058  0.03
H8 -0.169 -2.586 -1.370  0.09
H9 -2.113 2.291 1.275  0.06
H10 -0.250 -0.125 -1.239  0.05

=====

Entry 9:
ORCA calculation (ωB97M-V/def2-TZVPD) on 2 unconnected molecules or ions with the total composition C3H10NOS.

Values from the calculation:
Gap between HOMO and LUMO: 0.2328 Ha
Total charge: -1

Each line ends with the Löwdin charge.
Geometry (Å):
S1 -2.320 -0.559 0.282  0.66
O1 1.431 0.072 0.404  -0.35
N1 2.791 1.207 -1.167  -0.05
C1 2.649 0.130 -0.132  -0.61
C2 -1.098 -0.649 1.518  -0.52
C3 -1.404 0.294 -1.059  -0.41
H1 2.222 1.977 -0.817  0.03
H2 -0.409 0.175 -0.618  -0.02
H3 2.770 -0.788 -0.781  0.07
H4 -0.469 0.234 1.662  0.03
H5 -1.672 1.391 -1.030  0.04
H6 -1.548 -0.981 2.438  0.01
H7 2.320 0.887 -2.000  0.01
H8 -0.392 -1.398 1.146  0.02
H9 3.539 0.151 0.607  0.08
H10 -1.477 -0.077 -2.077  0.02

=====

Entry 10:
ORCA calculation (ωB97M-V/def2-TZVPD) on 2 unconnected molecules or ions with the total composition C3H10NOSi.

Values from the calculation:
Gap between HOMO and LUMO (spin up / spin down): 0.2643 / 0.2651 Ha
Total charge: -1

Each line ends with the Löwdin charge.
Geometry (Å):
Si1 0.217 -0.135 -0.017  0.24
O1 1.779 -0.339 -0.250  -0.47
N1 3.662 -0.027 -0.504  -0.10
C1 -0.899 -1.146 -1.216  -0.20
C2 -0.573 -0.669 1.624  -0.22
C3 -0.540 1.628 -0.118  -0.20
H1 0.301 2.396 -0.339  0.04
H2 -1.111 1.595 -1.031  -0.02
H3 -1.068 1.845 0.838  0.01
H4 3.488 1.020 -0.509  -0.13
H5 -0.983 -2.197 -0.996  0.00
H6 -1.776 -0.589 -1.253  -0.03
H7 -0.609 -1.808 1.711  0.04
H8 0.018 -0.202 2.450  0.02
H9 -1.509 -0.212 1.835  -0.02
H10 -0.397 -1.160 -2.226  0.03

=====

Entry 11:
ORCA calculation (ωB97M-V/def2-TZVPD) on 2 unconnected molecules or ions with the total composition C3H10NP.

Values from the calculation:
Gap between HOMO and LUMO: 0.3266 Ha

Each line ends with the Löwdin charge.
Geometry (Å):
P1 -0.179 -1.857 1.766  0.72
N1 0.281 -0.912 0.301  -0.41
C1 -1.093 1.234 0.335  -0.04
C2 0.731 0.650 -1.394  -0.09
C3 0.307 0.471 0.046  -0.57
H1 0.981 0.887 0.724  0.10
H2 1.190 1.657 -1.577  0.10
H3 1.388 -0.234 -1.678  0.10
H4 -1.425 1.507 -0.649  0.05
H5 1.258 -2.039 2.108  -0.10
H6 -0.983 2.118 0.989  0.08
H7 -0.199 -2.952 0.964  -0.16
H8 -0.477 -1.613 -0.657  0.22
H9 -0.053 0.586 -1.995  0.00
H10 -1.726 0.498 0.717  0.02

=====

Entry 12:
ORCA calculation (ωB97M-V/def2-TZVPD) on 2 unconnected molecules or ions with the total composition C3H10NPSi.

Values from the calculation:
Gap between HOMO and LUMO (spin up / spin down): 0.2371 / 0.2533 Ha

Each line ends with the Löwdin charge.
Geometry (Å):
P1 -2.838 -0.867 1.151  0.56
Si1 0.322 0.284 0.325  0.58
N1 -3.175 -0.873 -0.360  -0.50
C1 0.096 -1.134 -0.923  -0.29
C2 1.782 0.035 1.559  -0.24
C3 0.334 1.892 -0.627  -0.25
H1 1.186 -0.357 2.456  0.03
H2 -0.610 2.252 -0.990  0.02
H3 2.139 1.052 1.930  0.04
H4 -0.025 -0.805 -1.960  0.02
H5 0.833 2.732 -0.120  0.03
H6 2.475 -0.660 1.150  -0.01
H7 -0.767 -1.861 -0.745  0.00
H8 -3.890 -1.622 -0.600  -0.04
H9 1.046 1.653 -1.394  0.01
H10 1.092 -1.722 -0.852  0.04

=====

Entry 13:
ORCA calculation (ωB97M-V/def2-TZVPD) on 2 unconnected molecules or ions with the total composition C3H10NS.

Values from the calculation:
<S²>: 0.753
Gap between HOMO and LUMO (spin up / spin down): 0.3554 / 0.2351 Ha
Spin multiplicity: 2

Each line ends with the Löwdin charge.
Geometry (Å):
S1 0.146 -0.032 -1.408  0.68
N1 1.616 0.395 1.234  -0.08
C1 0.238 0.822 1.496  -0.34
C2 -0.901 -0.170 1.151  -0.28
C3 -1.304 0.011 -0.307  -0.60
H1 -0.454 -1.202 1.207  0.11
H2 -1.951 0.849 -0.560  0.07
H3 0.194 1.003 2.634  0.12
H4 1.821 0.152 0.214  0.00
H5 1.910 -0.402 1.810  0.06
H6 1.210 -1.201 -5.191  0.02
H7 -1.717 -0.140 1.899  0.11
H8 1.056 -1.096 -4.508  -0.01
H9 0.071 1.775 0.932  0.11
H10 -1.934 -0.763 -0.604  0.04

=====

Entry 14:
ORCA calculation (ωB97M-V/def2-TZVPD) on 2 unconnected molecules or ions with the total composition C3H10NS.

Values from the calculation:
Gap between HOMO and LUMO: 0.2672 Ha
Total charge: +1

Each line ends with the Löwdin charge.
Geometry (Å):
S1 3.942 0.547 -0.180  0.42
N1 -1.190 -0.110 0.050  -0.18
C1 -0.480 -1.212 0.657  0.04
C2 -2.181 -0.216 -0.818  0.25
C3 -0.781 1.212 0.259  -0.02
H1 -2.496 0.657 -1.233  0.08
H2 -0.774 -1.342 1.676  0.11
H3 -0.976 -2.079 0.227  0.12
H4 -1.430 1.891 -0.349  0.13
H5 4.591 -0.538 0.365  -0.19
H6 4.219 0.673 -1.490  -0.22
H7 0.276 1.274 0.002  0.11
H8 -0.618 1.426 1.319  0.13
H9 -2.669 -1.065 -1.118  0.11
H10 0.566 -1.119 0.633  0.10

=====

Entry 15:
ORCA calculation (ωB97M-V/def2-TZVPD) on a gas-phase ion, C3H10NS (charge +1).

Values from the calculation:
Gap between HOMO and LUMO: 0.3677 Ha
Total charge: +1

Each line ends with the Löwdin charge.
Geometry (Å):
S1 -0.638 -0.623 -2.201  0.79
N1 -0.732 -0.898 1.018  0.19
C1 1.096 0.367 -0.127  -0.22
C2 0.132 0.710 -1.254  -0.55
C3 0.403 0.042 1.204  -0.16
H1 1.211 -0.297 1.848  0.13
H2 -0.879 -1.082 0.015  0.05
H3 -0.656 1.392 -0.946  0.09
H4 -1.926 -0.346 -1.955  -0.12
H5 -1.607 -0.480 1.353  0.18
H6 1.774 1.195 0.047  0.13
H7 0.666 1.322 -1.922  0.06
H8 0.138 0.938 1.751  0.13
H9 -0.668 -1.741 1.572  0.17
H10 1.687 -0.501 -0.405  0.12

=====

For each record above, in turn, the calculated energy values are -798.9311 -798.8332 -475.7314 -874.2803 -591.5805 -591.6246 -648.4131 -648.4152 -648.4564 -539.7106 -516.2833 -805.7894 -573.1337 -572.9173 -572.9799 hartree.
For each record above, in turn, the calculated energy relative to the best compared isomer or geometry (same formula, charge and spin) values are 6.9 263.8 1061.4 89.2 268.4 152.6 311.1 305.4 197.2 306.4 332.3 254.5 130.3 215.1 50.7 kJ/mol.